Entry 1:
Entry from OMol25: a structure of composition C36H26Cl2F5NO3PTeTl (ωB97M-V/def2-TZVPD).

```
76
C36H26Cl2F5NO3PTeTl | OMol25 | ωB97M-V/def2-TZVPD
Tl -0.86130 -0.58432 0.57527
C 4.86748 -3.24104 2.21541
C 3.57506 -3.58166 2.60044
C 2.49774 -3.16248 1.84218
C 2.71218 -2.40782 0.68754
C 4.00184 -2.06479 0.30384
C 5.07961 -2.48474 1.07400
P 1.26628 -1.83156 -0.21282
C 1.82018 -0.92860 -1.67589
C 1.98556 0.45017 -1.55097
C 2.41273 1.19812 -2.63709
C 2.66628 0.57223 -3.84871
C 2.49538 -0.80044 -3.97848
C 2.07314 -1.55394 -2.89473
C 0.36631 -3.30008 -0.77173
C 1.07369 -4.43092 -1.09261
C 0.42882 -5.57172 -1.60975
C -0.91978 -5.55095 -1.80765
C -1.69429 -4.41475 -1.46778
C -3.09572 -4.40906 -1.67013
C -3.84614 -3.32503 -1.32340
C -3.23153 -2.20271 -0.72630
C -1.88045 -2.16853 -0.52245
C -1.06577 -3.26774 -0.91551
H 5.70980 -3.56466 2.81346
H 3.40910 -4.16065 3.49944
H 1.48698 -3.40639 2.15242
H 4.16821 -1.46828 -0.58424
H 6.08511 -2.21668 0.77723
H 1.76939 0.95044 -0.61362
H 2.52724 2.26892 -2.53500
H 2.98761 1.15747 -4.70045
H 2.68350 -1.28319 -4.92841
H 1.92537 -2.62155 -2.99906
H 2.14865 -4.44790 -0.95517
H 1.01021 -6.44938 -1.85823
H -1.42639 -6.41325 -2.22486
H -3.55913 -5.28717 -2.10345
H -4.91646 -3.32661 -1.48350
H -3.85180 -1.37059 -0.41594
Cl 2.41561 -0.01750 3.18148
C 2.69907 -0.70377 4.75001
C 3.99243 -1.04530 5.11072
C 4.23901 -1.51644 6.38842
C 3.19792 -1.64856 7.29520
C 1.90862 -1.32804 6.90797
Cl 0.61770 -1.53036 8.04188
C 1.61954 -0.85385 5.62419
N 0.30405 -0.57628 5.23446
C -0.32294 0.61927 5.64132
C 0.34918 1.58230 6.38653
C -0.29118 2.75365 6.75942
C -1.60298 2.98620 6.38166
C -2.27444 2.02393 5.64168
C -1.66116 0.83386 5.27996
C -2.42631 -0.22210 4.51857
C -2.02329 -0.26255 3.05984
O -2.48905 0.52282 2.22464
O -1.14697 -1.14392 2.72632
H 4.79191 -0.91669 4.39443
H 5.24708 -1.77409 6.68428
H 3.37332 -2.01076 8.29830
H 0.09541 -0.83696 4.27654
H 1.38367 1.42162 6.66310
H 0.24899 3.49326 7.33638
H -2.10104 3.90542 6.65860
H -3.30195 2.19091 5.34145
H -3.49137 -0.00135 4.56514
H -2.23494 -1.20288 4.95567
F 0.97162 3.19471 0.44340
Te -0.83725 2.77942 0.72932
F -0.77856 3.84045 2.23350
F 0.01097 1.48951 1.88673
F -1.04313 4.21822 -0.41662
F -2.67079 2.86684 0.96029
O -1.00026 1.39614 -0.44430
```

E_HOMO: -0.2885 Eh
Orbital gap: 0.265 hartree
Energy above the lowest of the compared OMol25 structures with the same formula, charge and spin: 0.2050 eV
Lowest unoccupied orbital energy: -0.634 eV

Atom-resolved charges from Löwdin, all expressed in e:
1. Tl 1.01
2. C -0.08
3. C -0.08
4. C -0.11
5. C -0.39
6. C -0.07
7. C -0.07
8. P 1.06
9. C -0.36
10. C -0.09
11. C -0.05
12. C -0.07
13. C -0.07
14. C -0.07
15. C -0.30
16. C -0.08
17. C -0.06
18. C -0.02
19. C -0.16
20. C -0.03
21. C -0.06
22. C -0.10
23. C -0.19
24. C -0.18
25. H 0.11
26. H 0.11
27. H 0.12
28. H 0.11
29. H 0.11
30. H 0.09
31. H 0.12
32. H 0.11
33. H 0.11
34. H 0.10
35. H 0.11
36. H 0.11
37. H 0.12
38. H 0.11
39. H 0.11
40. H 0.11
41. Cl 0.79
42. C -0.56
43. C -0.11
44. C -0.08
45. C -0.11
46. C -0.59
47. Cl 0.73
48. C -0.32
49. N 0.06
50. C -0.21
51. C -0.02
52. C -0.08
53. C -0.09
54. C -0.03
55. C -0.15
56. C -0.03
57. C -0.63
58. O -0.03
59. O -0.12
60. H 0.10
61. H 0.11
62. H 0.10
63. H 0.08
64. H 0.11
65. H 0.10
66. H 0.10
67. H 0.12
68. H 0.13
69. H 0.13
70. F -0.37
71. Te 1.81
72. F -0.33
73. F -0.44
74. F -0.35
75. F -0.35
76. O -0.60

=====

Entry 2:
Entry from OMol25: a structure of composition C11H27AuI2O2P2 in a non-equilibrium geometry (ωB97M-V/def2-TZVPD).

```
45
C11H27AuI2O2P2 | OMol25 | ωB97M-V/def2-TZVPD
I 0.16897 -1.96866 -2.37594
I -0.43819 2.84719 -2.11790
Au 0.00034 0.34662 -0.83592
P -2.29373 -0.18398 -0.62934
C -3.17834 1.26536 0.04777
C -3.27858 -0.72100 -2.05011
H -4.31928 -0.88515 -1.67270
H -3.45365 -1.56399 0.95804
H -2.89034 -1.66238 -2.45732
H -2.08417 -2.40300 0.16528
H -2.98499 2.10466 -0.67019
H -3.26302 0.04902 -2.80406
C -2.42096 -1.45546 0.63126
H -4.25062 1.02369 0.09372
H -1.77288 -1.21770 1.47208
H -2.77819 1.55090 1.04254
P 2.30454 -0.09243 -0.56684
C 3.13832 1.39822 0.10400
C 2.47391 -1.37630 0.66227
H 3.01744 -1.56930 -2.34463
H 4.37974 -0.63871 -1.64620
H 3.24100 0.14945 -2.77787
C 3.34626 -0.59012 -1.97184
H 2.17284 -2.31621 0.19890
H 3.49943 -1.45327 0.99814
H 4.21650 1.19966 0.14225
H 2.73288 1.64654 1.10292
H 1.81449 -1.15987 1.49639
H 2.91468 2.22532 -0.59830
C -0.00581 1.21978 1.19045
O 0.00089 2.33022 1.56741
C -1.25013 0.88734 4.17343
C -0.00294 0.20954 3.64680
C 1.23629 0.90994 4.18450
C 0.01549 -1.22832 4.15839
O 0.00141 -0.03697 2.20468
H -1.22239 0.84396 5.27751
H -2.15087 0.30900 3.86998
H -1.33237 1.92046 3.87359
H 1.18352 0.86815 5.29104
H 2.14480 0.36464 3.90089
H 1.29139 1.95776 3.89239
H -0.87862 -1.75124 3.77770
H 0.91819 -1.73157 3.78951
H 0.00675 -1.26081 5.23588
```

Multiplicity: 3
Total charge: +2
E_HOMO (spin up / spin down): -0.5863 / -0.5854 Eh
Orbital gap (spin up / spin down): 0.269 / 0.189 hartree
Energy above the lowest of the compared OMol25 structures with the same formula, charge and spin: 0.0000 eV
⟨S²⟩: 2.052
Lowest unoccupied orbital energy (spin up / spin down): -8.626 / -10.797 eV

Atom-resolved charges from Löwdin, all expressed in e:
1. I 0.53
2. I 0.58
3. Au 0.26
4. P 0.61
5. C -0.24
6. C -0.25
7. H 0.09
8. H 0.08
9. H 0.02
10. H 0.06
11. H 0.02
12. H 0.05
13. C -0.23
14. H 0.07
15. H 0.02
16. H 0.06
17. P 0.63
18. C -0.22
19. C -0.23
20. H -0.01
21. H 0.07
22. H 0.07
23. C -0.27
24. H 0.04
25. H 0.08
26. H 0.07
27. H 0.05
28. H 0.02
29. H 0.06
30. C -0.33
31. O 0.15
32. C -0.02
33. C -0.63
34. C -0.02
35. C -0.01
36. O -0.14
37. H 0.12
38. H 0.10
39. H 0.08
40. H 0.12
41. H 0.09
42. H 0.09
43. H 0.10
44. H 0.10
45. H 0.11

=====

Entry 3:
Entry from OMol25: a structure of composition C30H30I2N5O9P2STi in a non-equilibrium geometry (ωB97M-V/def2-TZVPD).

```
80
C30H30I2N5O9P2STi | OMol25 | ωB97M-V/def2-TZVPD
Ti -0.43997 0.13267 0.37655
I -6.30217 -0.10711 5.48681
C -4.78218 0.25102 4.07560
C -4.72876 1.47490 3.42894
C -3.71803 1.68400 2.51620
I -3.56302 3.49432 1.46059
C -2.71702 0.71995 2.22588
O -1.76895 1.00188 1.37557
C -2.83009 -0.52307 2.89729
C -1.82242 -1.61392 2.62478
N -1.53168 -1.69253 1.19238
C -2.70798 -2.10146 0.40524
C -3.18086 -1.01139 -0.52410
C -4.43987 -1.07595 -1.10435
C -4.85491 -0.04869 -1.93063
C -4.00026 1.02628 -2.13073
C -2.76067 1.00466 -1.53059
N -2.34657 -0.00067 -0.75499
C -3.85436 -0.73678 3.80657
H -5.45899 2.24629 3.62689
H -2.21093 -2.56413 3.01058
H -0.89850 -1.37794 3.15148
H -0.76656 -2.32591 0.98800
H -3.53418 -2.35844 1.07179
H -2.46526 -2.97857 -0.19320
H -5.07890 -1.92655 -0.90423
H -5.82741 -0.07990 -2.40328
H -4.29712 1.87252 -2.73375
H -2.05847 1.81828 -1.66417
H -3.92692 -1.69144 4.31351
N 2.48587 -1.91554 2.77612
C 2.97596 -0.55700 2.30919
C 4.39026 -0.26073 2.74133
P 2.67803 -0.60815 0.47546
O 3.76744 -1.78506 0.11164
O 2.99573 0.62349 -0.24807
O 1.31564 -1.29314 0.45719
P 1.72210 0.63264 2.98815
O 1.65912 -0.02666 4.51028
O 2.20381 2.01702 3.05758
O 0.42259 0.21970 2.34464
H 3.21146 -2.62396 2.68876
H 1.70955 -2.11343 2.09008
H 2.13953 -1.84167 3.73670
H 5.09746 -0.95960 2.29079
H 4.48676 -0.28636 3.82844
H 4.63688 0.74636 2.40650
H 4.36963 -1.44653 -0.56900
H 1.79105 0.69409 5.14538
O -1.31299 -0.92587 -3.31787
S -0.24828 -1.20654 -2.38473
O -0.52230 -2.22983 -1.39403
N 0.18662 0.08073 -1.53934
C 0.81037 1.21465 -2.01902
C 1.41473 1.41522 -3.24345
C 2.10920 2.60900 -3.49854
C 2.20535 3.60310 -2.56523
C 1.56512 3.45238 -1.31628
C 1.59004 4.41924 -0.29163
C 0.91654 4.17394 0.87428
C 0.25193 2.96050 1.05194
N 0.23618 2.00722 0.13314
C 0.85714 2.26340 -1.05706
C 1.10667 -1.81746 -3.36757
C 2.20276 -2.37756 -2.73562
C 3.24550 -2.86920 -3.50508
C 3.17299 -2.80822 -4.89054
C 2.05772 -2.26410 -5.51349
C 1.01357 -1.76579 -4.74946
H 1.38226 0.64434 -3.99785
H 2.59438 2.72966 -4.45924
H 2.76824 4.50550 -2.76813
H 2.14350 5.33831 -0.43902
H 0.91124 4.89397 1.67994
H -0.26865 2.74598 1.97096
H 2.20740 -2.44178 -1.65733
H 4.10945 -3.31433 -3.02748
H 3.98778 -3.19342 -5.49044
H 1.99769 -2.23190 -6.59344
H 0.12201 -1.33890 -5.19020
```

Multiplicity: 2
E_HOMO (spin up / spin down): -0.2477 / -0.2761 Eh
Orbital gap (spin up / spin down): 0.244 / 0.272 hartree
Energy above the lowest of the compared OMol25 structures with the same formula, charge and spin: 1.2552 eV
⟨S²⟩: 0.755
Lowest unoccupied orbital energy (spin up / spin down): -0.107 / -0.107 eV

Atom-resolved charges from Löwdin, all expressed in e:
1. Ti 0.98
2. I 0.82
3. C -0.73
4. C -0.23
5. C -0.59
6. I 0.94
7. C -0.38
8. O -0.29
9. C -0.14
10. C -0.14
11. N -0.10
12. C -0.11
13. C -0.23
14. C 0.00
15. C -0.04
16. C -0.04
17. C -0.11
18. N 0.01
19. C -0.12
20. H 0.08
21. H 0.13
22. H 0.11
23. H 0.10
24. H 0.13
25. H 0.13
26. H 0.12
27. H 0.11
28. H 0.11
29. H 0.12
30. H 0.10
31. N 0.18
32. C -0.50
33. C -0.07
34. P 0.37
35. O -0.16
36. O -0.21
37. O -0.39
38. P 0.37
39. O -0.17
40. O -0.25
41. O -0.35
42. H 0.16
43. H 0.13
44. H 0.13
45. H 0.08
46. H 0.09
47. H 0.09
48. H 0.08
49. H 0.08
50. O -0.28
51. S 0.64
52. O -0.30
53. N -0.23
54. C -0.26
55. C 0.00
56. C -0.07
57. C -0.04
58. C -0.15
59. C 0.02
60. C -0.02
61. C -0.12
62. N 0.02
63. C -0.16
64. C -0.27
65. C -0.05
66. C -0.07
67. C -0.08
68. C -0.07
69. C -0.07
70. H 0.09
71. H 0.11
72. H 0.11
73. H 0.12
74. H 0.12
75. H 0.10
76. H 0.09
77. H 0.10
78. H 0.10
79. H 0.11
80. H 0.11

=====

Question: Which formula does entry 3 have?
Answer: C30H30I2N5O9P2STi

=====

Question: energy above the lowest of the compared OMol25 structures with the same formula, charge and spin of number 2 (C11H27AuI2O2P2)?
Answer: 0.0000 eV

=====

Question: Which of these has the lowest energy above the lowest of the compared OMol25 structures with the same formula, charge and spin?
Answer: C11H27AuI2O2P2